(1)
C19H41N4O6SY as an isolated structure at a distorted geometry, computed with ωB97M-V with the def2-TZVPD basis set.

Computed properties:
- DFT total energy (eV) = -50477.69688
- charge = +2
- energy above the lowest of the compared OMol25 structures with the same formula, charge and spin (kcal per mole) = 27.05
- frontier orbital gap (eV) = 8.734
- HOMO level (eV) = -13.5

XYZ file:
```
72
C19H41N4O6SY ωB97M-V with the def2-TZVPD basis set
Y -0.1644 0.3001 0.0812
C 1.9295 -1.6586 2.2888
C 1.7058 -0.4532 3.2093
O 0.6487 0.3640 2.6972
C 0.7145 1.7202 3.1333
C 1.8437 2.4750 2.4169
O 1.7928 2.1088 1.0412
C 3.0126 2.3933 0.3723
C 2.9128 1.8886 -1.0671
O 2.4288 0.5476 -1.1605
C 3.3800 -0.4849 -0.9084
C 3.3894 -0.9584 0.5482
O 2.0524 -1.2828 0.9204
H 1.0810 -2.3436 2.3416
H 2.8255 -2.1927 2.6185
H 2.6323 0.1231 3.2795
H 1.4425 -0.8086 4.2113
H 0.8548 1.7678 4.2182
H -0.2512 2.1597 2.8607
H 2.8232 2.2042 2.8405
H 1.7172 3.5588 2.5392
H 3.8457 1.8959 0.8896
H 3.2045 3.4740 0.3820
H 3.8902 1.9813 -1.5515
H 2.1834 2.4953 -1.6058
H 4.3860 -0.1620 -1.1953
H 3.0773 -1.3229 -1.5453
H 3.7979 -0.1824 1.2047
H 4.0197 -1.8534 0.6347
C -3.0417 2.3958 1.0424
O -1.6285 2.5283 0.8476
C -1.2705 3.7013 0.1165
C -1.2437 3.4591 -1.3900
O -0.2015 2.5219 -1.6652
C 0.0532 2.4316 -3.0651
H -3.4363 3.2738 1.5607
H -3.1832 1.5104 1.6599
H -3.5691 2.2625 0.0955
H -0.2645 3.9759 0.4505
H -1.9567 4.5185 0.3536
H -1.0479 4.4036 -1.9119
H -2.2054 3.0575 -1.7406
H 0.4631 3.3749 -3.4434
H -0.8628 2.1907 -3.6141
H 0.7833 1.6349 -3.2040
C -0.2937 -4.3069 -3.7626
C -1.2445 -3.1907 -3.6215
N -2.4445 -3.1343 -4.0869
N -2.9606 -1.9554 -3.7005
C -2.0898 -1.2452 -2.9617
S -2.3304 0.2473 -2.2752
N -0.9641 -2.0315 -2.9108
N 0.2455 -1.6531 -2.3261
H -0.7190 -5.0280 -4.4535
H -0.1326 -4.8031 -2.8043
H 0.6672 -3.9650 -4.1466
H -3.8990 -1.6929 -3.9695
H 0.8552 -1.2368 -3.0359
H 0.7046 -2.4869 -1.9565
C -2.5011 -3.4744 1.8653
C -1.8291 -2.0983 1.9674
C -2.7004 -1.1384 2.7736
C -1.5628 -1.5735 0.5373
H -2.7022 -3.8769 2.8544
H -1.8526 -4.1775 1.3451
H -3.4440 -3.4091 1.3268
H -0.8877 -2.2342 2.5124
H -3.6644 -0.9851 2.2894
H -2.1941 -0.1774 2.8967
H -2.8867 -1.5509 3.7626
H -1.1764 -2.4348 -0.0223
H -2.5585 -1.3821 0.1150
```

---

(2)
A 3-piece molecular cluster, C19H41N5O4S overall, computed with ωB97M-V with the def2-TZVPD basis set.

Computed properties:
- DFT total energy (eV) = -46839.96309
- charge = 0
- frontier orbital gap (eV) = 9.040
- HOMO level (eV) = -8.6
- SMILES = CCSC[C@@H](C#N)[C@@H](N)C#N.COCCNCCOC.COCCNCCOC

XYZ file:
```
70
C19H41N5O4S ωB97M-V with the def2-TZVPD basis set
C -5.0249 -2.7171 -3.9108
C -3.6182 -3.1680 -4.3154
S -2.4313 -1.7864 -4.2954
C -1.1181 -2.4302 -3.2164
C 0.2485 -1.9329 -3.6909
C 0.2836 -0.4641 -3.5701
N 0.2850 0.6713 -3.3816
C 1.4357 -2.5130 -2.8955
N 1.3413 -2.2382 -1.4651
C 1.5676 -3.9539 -3.1846
N 1.7209 -5.0872 -3.3184
H -5.5653 -2.3518 -4.7837
H -5.5893 -3.5460 -3.4883
H -4.9735 -1.9051 -3.1887
H -3.2588 -3.9221 -3.6180
H -3.6200 -3.5968 -5.3135
H -1.1603 -3.5169 -3.1975
H -1.3074 -2.0454 -2.2147
H 0.3742 -2.1802 -4.7470
H 2.3399 -2.0291 -3.2731
H 0.3802 -2.2043 -1.1506
H 1.7790 -2.9800 -0.9313
C -2.2411 5.9045 0.9480
O -1.6781 5.4513 -0.2648
C -0.5249 4.6317 -0.1244
C -0.8087 3.1881 -0.4777
N -1.6751 2.5526 0.5079
C -2.1866 1.2405 0.1264
C -3.0050 1.1010 -1.1527
O -4.3008 1.6637 -1.0996
C -4.3643 3.0592 -1.3198
H -2.9475 6.6957 0.7019
H -2.7827 5.1138 1.4795
H -1.4757 6.3154 1.6128
H -0.1168 4.7136 0.8878
H 0.2265 5.0126 -0.8210
H 0.1412 2.6458 -0.5123
H -1.2310 3.1731 -1.4901
H -2.4549 3.1633 0.7117
H -2.8030 0.8789 0.9536
H -1.3300 0.5600 0.0480
H -3.1622 0.0297 -1.3097
H -2.4648 1.4641 -2.0352
H -3.6260 3.3865 -2.0565
H -4.2265 3.6249 -0.3937
H -5.3602 3.2839 -1.7011
C 1.2399 -0.6195 1.3901
O 2.2712 -1.5836 1.4666
C 3.5668 -1.0987 1.1397
C 4.4579 -1.0008 2.3591
N 4.0296 0.0630 3.2558
C 4.6812 0.0817 4.5626
C 4.5720 -1.1422 5.4656
O 3.2878 -1.3635 6.0133
C 2.3687 -2.0224 5.1653
H 0.2930 -1.1601 1.4042
H 1.2481 0.0727 2.2387
H 1.3005 -0.0485 0.4594
H 3.4976 -0.1360 0.6251
H 4.0130 -1.8164 0.4454
H 5.4782 -0.7871 2.0249
H 4.4668 -1.9884 2.8396
H 3.0287 0.0061 3.3883
H 4.2739 0.9326 5.1134
H 5.7452 0.2893 4.4050
H 5.2256 -0.9642 6.3229
H 4.9371 -2.0546 4.9776
H 2.8606 -2.7738 4.5414
H 1.8267 -1.3198 4.5257
H 1.6391 -2.5225 5.8019
```

---

(3)
A 3-piece molecular cluster, C19H41N6O9P2S overall at a distorted geometry, computed with ωB97M-V with the def2-TZVPD basis set.

Computed properties:
- DFT total energy (eV) = -77139.88305
- charge = +1
- frontier orbital gap (eV) = 7.102
- HOMO level (eV) = -11.4

XYZ file:
```
78
C19H41N6O9P2S ωB97M-V with the def2-TZVPD basis set
C -3.2189 -0.6365 -1.4142
N -3.4509 -1.2064 -0.1427
N -2.3570 -1.8458 0.1701
N -1.4824 -1.7453 -0.7488
C -0.1594 -2.3890 -0.7146
C 1.0117 -1.4119 -0.5100
C 1.5277 -0.7354 -1.8203
C 1.2119 0.7875 -1.9134
S 2.6369 1.8537 -1.5714
C 2.7850 1.9312 0.1712
N 3.0929 0.9861 0.9830
N 3.1376 1.4602 2.2627
C 2.8475 2.7223 2.1390
O 2.6092 3.0950 0.8899
N -1.9797 -1.0322 -1.7252
H -3.8746 -0.0431 -2.0448
H -0.0271 -2.9454 -1.6517
H -0.1747 -3.1061 0.1126
H 0.7873 -0.6303 0.2277
H 1.8436 -2.0161 -0.1207
H 0.9745 -1.2117 -2.6581
H 2.5827 -0.9476 -2.0263
H 0.9449 0.9858 -2.9639
H 0.3097 1.0465 -1.3362
H 2.8498 3.3288 3.0389
H -1.4556 -0.8347 -2.5724
O -7.4563 1.1089 -2.3000
P -8.3874 2.2243 -1.9381
O -7.6599 3.5304 -2.5906
C -7.6644 3.6833 -4.0129
C -8.9847 4.2443 -4.5102
O -7.9522 2.4390 -0.3634
C -7.3876 1.3688 0.3854
C -5.8865 1.5323 0.4718
O -9.7820 3.0591 -1.6413
C -10.9785 2.2993 -1.3318
C -10.9789 1.7944 0.0988
H -7.4419 2.7268 -4.4958
H -6.8571 4.3740 -4.2568
H -9.7956 3.5285 -4.3582
H -8.9286 4.4744 -5.5749
H -9.2477 5.1499 -3.9641
H -7.6550 0.4013 -0.0415
H -7.8204 1.4061 1.3876
H -5.4355 1.5950 -0.5212
H -5.4354 0.6953 1.0097
H -5.6379 2.4590 0.9909
H -11.0839 1.4721 -2.0371
H -11.8215 2.9719 -1.4849
H -10.2543 0.9879 0.2304
H -11.9614 1.4050 0.3665
H -10.7090 2.5914 0.7908
O 8.3888 -0.9907 3.5247
P 8.4081 -1.9663 2.3956
O 8.9602 -1.0723 1.1459
C 10.3353 -0.6822 1.1357
C 11.2320 -1.8080 0.6505
O 6.8049 -1.9816 2.0189
C 5.8169 -1.6581 2.9987
C 5.3198 -0.2404 2.8044
O 8.5925 -3.3840 1.5530
C 8.5516 -4.6216 2.3010
C 7.1334 -5.0213 2.6652
H 10.6387 -0.3448 2.1310
H 10.4153 0.1685 0.4589
H 11.2383 -2.6369 1.3618
H 12.2575 -1.4573 0.5269
H 10.8740 -2.2024 -0.3006
H 6.1997 -1.8077 4.0093
H 4.9875 -2.3589 2.8634
H 6.1432 0.4752 2.8392
H 4.5960 0.0245 3.5708
H 4.8534 -0.1386 1.8317
H 9.1728 -4.5345 3.1953
H 8.9968 -5.3854 1.6637
H 6.7284 -4.3671 3.4397
H 7.1097 -6.0428 3.0468
H 6.4763 -4.9469 1.7990
```

---

(4)
C19H42AlNOP3S as an isolated structure at a distorted geometry, computed with ωB97M-V with the def2-TZVPD basis set.

Computed properties:
- DFT total energy (eV) = -69195.63288
- charge = +3
- frontier orbital gap (spin up / spin down) (eV) = 4.312 / 3.002
- HOMO level (spin up / spin down) (eV) = -15.8 / -15.8

XYZ file:
```
68
C19H42AlNOP3S ωB97M-V with the def2-TZVPD basis set
Al -0.8222 -0.2234 0.4029
P -1.2384 -0.9367 2.9394
P -0.5279 2.1364 1.1202
P -0.3089 -2.7195 -0.0937
H 6.1350 3.0440 -5.0397
C 5.6776 2.2230 -5.5983
C 4.6992 2.4405 -6.4671
H 4.3142 3.4485 -6.6522
C 0.3153 -1.1238 3.8933
C -2.2022 0.1568 4.0451
C -2.0788 -2.5320 3.2474
C -0.2423 3.1817 -0.3375
C -1.8308 3.0431 2.0089
C 0.9765 2.4048 2.1224
C 0.3194 -2.9794 -1.7876
C -1.6147 -3.9926 -0.0210
C 1.0392 -3.4363 0.9159
H 6.1695 1.2483 -5.5108
H 4.3424 1.6569 -7.1462
H 0.0713 -1.4437 4.9155
H 0.8316 -0.1510 3.9227
H 0.9657 -1.8703 3.4116
H -2.3695 -0.3861 4.9911
H -3.1777 0.3973 3.5924
H -1.6441 1.0820 4.2516
H -2.2915 -2.6077 4.3278
H -1.4402 -3.3749 2.9469
H -3.0316 -2.5694 2.6948
H -0.3247 4.2307 -0.0108
H -0.9940 2.9620 -1.1064
H 0.7551 2.9830 -0.7526
H -1.3630 3.6777 2.7782
H -2.5508 2.3675 2.4860
H -2.3614 3.6828 1.2869
H 1.2861 3.4572 2.0518
H 1.7778 1.7630 1.7275
H 0.7855 2.1377 3.1722
H 0.5207 -4.0555 -1.9276
H 1.2441 -2.4077 -1.9291
H -0.4198 -2.6341 -2.5180
H -1.1528 -4.9921 -0.0608
H -2.2804 -3.8720 -0.8865
H -2.2121 -3.9048 0.8972
H 1.4551 -4.3244 0.4183
H 0.6578 -3.7079 1.9099
H 1.8327 -2.6856 1.0342
C 1.3756 0.5783 -2.1215
C 2.4201 0.1355 -1.2789
C 3.7240 0.5297 -1.5171
C 4.0232 1.3339 -2.6200
C 2.9967 1.7743 -3.4731
C 1.6799 1.4012 -3.2350
S -0.2763 0.1492 -1.8824
H 0.7427 -0.3363 0.7996
H 2.1964 -0.4939 -0.4096
H 4.5173 0.1858 -0.8427
H 5.0474 1.6250 -2.8379
H 3.2270 2.3818 -4.3481
H 0.8353 1.6964 -3.8707
C -4.6772 0.0107 1.3014
C -3.9163 -0.2473 0.0315
N -4.6032 -0.4293 -1.0936
O -2.6211 -0.2900 -0.0544
H -5.7680 0.0129 1.0801
H -4.4133 1.0024 1.7152
H -4.4826 -0.7994 2.0300
H -4.0943 -0.5984 -1.9573
H -5.6254 -0.4166 -1.0818
```

---

(5)
C19H42ClF9N6O7P2S2 as an isolated structure at a distorted geometry, computed with ωB97M-V with the def2-TZVPD basis set.

Computed properties:
- DFT total energy (eV) = -120876.15015
- charge = 0
- frontier orbital gap (eV) = 6.200
- HOMO level (eV) = -7.4

XYZ file:
```
88
C19H42ClF9N6O7P2S2 ωB97M-V with the def2-TZVPD basis set
C -4.4728 -4.3398 -5.7878
C -3.6687 -4.5423 -7.1098
Cl -4.3092 -3.2926 -8.2671
C -2.2149 -4.1093 -6.8363
O -1.4253 -5.1924 -6.2639
S -0.1417 -4.5454 -5.4269
O 0.8646 -5.5311 -5.5680
O 0.3375 -3.1477 -6.3376
S 0.8402 -1.9190 -5.4214
O 1.9821 -1.3853 -6.0538
O 1.1389 -2.2590 -4.0734
C -0.4932 -0.6254 -5.5473
F 0.0711 0.4134 -6.1524
F -1.5257 -0.9833 -6.3096
C -1.0312 -0.0914 -4.1788
F -2.0017 0.7929 -4.4879
F -0.1000 0.6205 -3.5616
C -1.6104 -1.1770 -3.2091
F -1.7989 -2.3697 -3.7866
F -0.7711 -1.2605 -2.1785
C -2.9847 -0.7689 -2.5695
F -3.2142 -1.6984 -1.6258
F -2.9291 0.3849 -1.9485
F -3.9823 -0.8666 -3.4250
H -3.7691 -4.3615 -4.9393
H -5.2451 -5.1008 -5.6352
H -4.9341 -3.3451 -5.7526
H -3.7604 -5.5569 -7.5016
H -2.2759 -3.3130 -6.0773
H -1.7037 -3.7611 -7.7416
O -1.1129 0.3271 3.7701
P -1.9699 1.5552 3.4447
N -3.1635 1.2628 4.6514
C -4.4631 0.6332 4.5699
C -2.7635 1.4982 6.0316
N -2.3090 1.0411 1.8177
C -3.4083 0.1548 1.4713
C -1.1104 0.5904 1.1036
N -2.7685 3.0930 2.9943
C -2.0924 4.2774 3.5276
C -4.1757 3.3328 2.8548
H -5.2212 1.2713 5.0421
H -4.4731 -0.3395 5.0775
H -4.8002 0.4647 3.5526
H -3.0584 2.5048 6.3567
H -1.6815 1.4123 6.1482
H -3.2143 0.7738 6.7134
H -3.4622 -0.7253 2.1259
H -3.3199 -0.2003 0.4461
H -4.3664 0.6803 1.4845
H -0.8637 -0.4512 1.3431
H -0.2443 1.2083 1.3484
H -1.2580 0.6689 0.0243
H -2.3650 4.4674 4.5765
H -2.3315 5.1680 2.9400
H -1.0060 4.1476 3.4830
H -4.6606 3.5733 3.8127
H -4.7111 2.5046 2.3977
H -4.3210 4.1846 2.1840
O 5.4943 -0.8387 3.4640
P 5.0725 0.4939 2.8621
N 3.7267 -0.0861 1.9634
C 3.5852 -0.3974 0.5581
C 2.5732 -0.5327 2.7344
N 6.5525 0.7834 1.9930
C 6.7857 0.3247 0.6333
C 7.7440 0.4844 2.7937
N 4.6077 2.1845 2.5353
C 3.9682 2.8436 3.6752
C 4.1252 2.7247 1.2985
H 2.6901 0.0921 0.1511
H 3.4871 -1.4775 0.3914
H 4.4187 -0.0562 -0.0480
H 1.8395 0.2779 2.8280
H 2.8659 -0.8326 3.7425
H 2.0776 -1.3932 2.2798
H 6.5059 -0.7263 0.4855
H 7.8379 0.4301 0.3636
H 6.2599 0.9481 -0.0945
H 7.9895 -0.5838 2.7814
H 7.6051 0.7864 3.8329
H 8.6026 1.0420 2.4118
H 2.9005 2.5861 3.7507
H 4.0595 3.9313 3.6062
H 4.4513 2.5417 4.6099
H 3.0395 2.5920 1.1750
H 4.6235 2.3115 0.4241
H 4.3350 3.7983 1.2782
```

---

(6)
C19H42NO2P3Sc as an isolated structure at a distorted geometry, computed with ωB97M-V with the def2-TZVPD basis set.

Computed properties:
- DFT total energy (eV) = -74508.12811
- charge = +3
- energy above the lowest of the compared OMol25 structures with the same formula, charge and spin (kcal per mole) = 18.48
- frontier orbital gap (spin up / spin down) (eV) = 3.892 / 4.967
- HOMO level (spin up / spin down) (eV) = -15.4 / -15.4

XYZ file:
```
68
C19H42NO2P3Sc ωB97M-V with the def2-TZVPD basis set
Sc 2.1178 -0.7486 -0.4361
P 1.7101 0.6108 -2.5402
P 0.3239 2.3669 0.6846
P -1.7481 0.9948 -0.9953
H 2.6077 -2.9278 0.8829
C 1.8165 -2.7445 0.1216
C 2.2074 -2.6635 -1.2918
H 3.2905 -2.6942 -1.5355
C 3.5465 0.5979 -2.7130
C 1.2514 2.3384 -2.8874
C 1.1113 -0.3344 -3.9812
C -0.1796 2.2964 2.4523
C 2.0382 2.9691 0.9304
C -0.4495 4.0025 0.3108
C -2.4697 -0.3464 -2.0379
C -2.5080 2.4351 -1.8609
C -2.9426 1.0438 0.4164
H 0.8390 -3.1958 0.4102
H 1.5289 -3.0714 -2.0688
H 3.9512 -0.4231 -2.6245
H 4.0173 1.2312 -1.9448
H 3.8136 0.9964 -3.7003
H 1.6582 2.9967 -2.1046
H 0.1551 2.4349 -2.8766
H 1.6351 2.6686 -3.8666
H 1.3548 -1.3970 -3.8407
H 1.5582 0.0236 -4.9202
H 0.0168 -0.2344 -4.0223
H 0.2956 3.1177 3.0091
H 0.1184 1.3380 2.8980
H -1.2692 2.4106 2.5324
H 2.0121 3.8511 1.5838
H 2.4703 3.2523 -0.0362
H 2.6692 2.1963 1.3873
H -1.4870 4.0464 0.6668
H -0.4385 4.1965 -0.7691
H 0.1278 4.7913 0.8124
H -3.0187 0.0911 -2.8834
H -3.1478 -0.9767 -1.4481
H -1.6681 -0.9792 -2.4428
H -3.4216 2.0759 -2.3483
H -1.8258 2.8325 -2.6175
H -2.7606 3.2276 -1.1472
H -3.8177 0.4316 0.1495
H -3.2533 2.0678 0.6503
H -2.4625 0.6526 1.3249
C -2.0649 -2.7575 1.3118
C -2.5878 -3.2876 2.4693
C -3.6296 -4.1951 2.3236
C -3.8827 -4.7786 1.0740
C -3.1202 -4.4175 -0.0230
C -2.1260 -3.4338 0.0754
O -1.7658 -1.4350 1.3125
H -2.4380 -0.8251 1.6362
H -2.3825 -2.7778 3.4203
H -4.2778 -4.4034 3.1580
H -4.6862 -5.5337 0.9714
H -3.3119 -4.8534 -0.9916
H -1.5362 -3.1061 -0.7557
C 3.9785 0.1491 3.2308
C 2.6682 -0.2657 2.7028
N 1.7119 -0.6735 3.5375
O 2.3925 -0.2555 1.4659
H 3.8814 1.0752 3.8160
H 4.6710 0.3138 2.3964
H 4.3891 -0.6345 3.8799
H 0.8690 -1.1086 3.1745
H 1.8734 -0.6448 4.5315
```